Density functional theory data (wB97M-V/def2-TZVPD) for a cluster of 5 separate species, C45H88FI2N6O8S3 in total in a non-equilibrium geometry.

Bonds (Å) are listed after each position.
Cartesian coordinates (Å):
1 C 7.22011 -1.28202 3.88725  C2 1.649, H42 1.185, H43 1.188, H44 1.175
2 C 5.80044 -0.88845 3.14617  C1 1.649, C3 1.672, H45 1.193, H46 1.171
3 C 5.70320 0.74450 2.80037  C2 1.672, C4 1.639, H47 1.169, H48 1.186
4 C 4.99278 0.92181 1.33417  C3 1.639, C5 1.662, H49 1.194, H50 1.193
5 C 3.81983 2.09861 1.28638  C4 1.662, N6 1.545, C32 1.676, H51 1.195
6 N 4.25937 3.52050 0.87144  C5 1.545, C7 1.485, C11 1.361
7 C 5.72211 3.76564 0.94881  N6 1.485, C8 1.628, H52 1.194, H53 1.194
8 C 6.26157 5.29343 0.78638  C7 1.628, O9 1.342, F10 1.501
9 O 6.99869 5.77446 -0.22651  C8 1.342
10 F 5.90326 6.27741 1.86112  C8 1.501
11 C 3.12078 4.20544 0.57728  N6 1.361, O12 1.502, C13 1.677
12 O 3.16909 5.64790 0.16280  C11 1.502, H54 1.008
13 C 1.74914 3.24636 0.68448  C11 1.677, C14 1.634, C25 1.633, C32 1.663
14 C 0.81095 3.91246 -0.47527  C13 1.634, C15 1.673, H55 1.180, H56 1.195
15 C -0.78378 3.40816 -0.43706  C14 1.673, C16 1.653, H57 1.168, H58 1.194
16 C -1.20870 2.88106 -1.94517  C15 1.653, S17 1.911, H59 1.169, H60 1.171
17 S -3.09407 3.16046 -2.08657  C16 1.911, C18 1.908
18 C -3.99651 1.92099 -0.95084  S17 1.908, S19 1.733, N20 1.513
19 S -4.67576 0.54753 -1.76014  C18 1.733
20 N -4.11650 2.12169 0.54406  C18 1.513, C21 1.512, C23 1.516
21 C -4.78828 0.96109 1.24347  N20 1.512, C22 1.673, H61 1.191, H62 1.173
22 C -4.71726 1.15121 2.90366  C21 1.673, H63 1.178, H64 1.192, H65 1.178
23 C -4.77866 3.43616 0.90758  N20 1.516, C24 1.651, H66 1.179, H67 1.173
24 C -3.70881 4.25321 1.86269  C23 1.651, H68 1.194, H69 1.178, H70 1.192
25 C 1.14270 3.64359 2.14761  C13 1.633, C26 1.636, H71 1.181, H72 1.194
26 C 0.92466 5.24124 2.42585  C25 1.636, C27 1.642, C31 1.673
27 C -0.39565 6.13708 2.03743  C26 1.642, C28 1.663, H73 1.169
28 C -0.52092 7.76088 2.37376  C27 1.663, C29 1.649, H74 1.192
29 C 0.73314 8.50426 3.14486  C28 1.649, C30 1.639, H75 1.173
30 C 2.06672 7.66584 3.59815  C29 1.639, C31 1.640, H76 1.193
31 C 2.13471 6.06915 3.23202  C26 1.673, C30 1.640, H77 1.176
32 C 2.41136 1.73853 0.45199  C5 1.676, C13 1.663, C33 1.628, S38 1.889
33 C 1.68056 0.40994 1.04459  C32 1.628, I34 2.202, C35 1.629, H78 1.196
34 I 1.67150 0.19332 3.23551  C33 2.202
35 C 0.17311 0.08946 0.51579  C33 1.629, C36 1.639, I37 2.236, H79 1.166
36 C -1.01607 0.15034 1.64226  C35 1.639, H80 1.189, H81 1.195, H82 1.186
37 I 0.15629 -2.02857 -0.20111  C35 2.236
38 S 2.82471 1.36273 -1.35232  C32 1.889, C39 1.871, O40 1.579, O41 1.579
39 C 3.81485 -0.19968 -1.63266  S38 1.871, H83 1.194, H84 1.193, H85 1.170
40 O 3.65762 2.50590 -2.05367  S38 1.579
41 O 1.54321 1.22225 -2.26355  S38 1.579
42 H 6.97327 -2.02291 4.77917  C1 1.185
43 H 7.87078 -1.86534 3.08222  C1 1.188
44 H 7.76109 -0.30686 4.25768  C1 1.175
45 H 4.89527 -1.16711 3.87209  C2 1.193
46 H 5.66855 -1.56307 2.19781  C2 1.171
47 H 5.12382 1.21595 3.70022  C3 1.169
48 H 6.79651 1.20470 2.81797  C3 1.186
49 H 4.43745 -0.11210 1.11531  C4 1.194
50 H 5.77844 1.02477 0.44280  C4 1.193
51 H 3.70394 2.30396 2.45816  C5 1.195
52 H 6.15009 3.37026 1.99070  C7 1.194
53 H 6.26839 3.12098 0.10536  C7 1.194
54 H 3.80218 5.71459 -0.61930  O12 1.008
55 H 1.16329 3.70961 -1.58336  C14 1.180
56 H 0.70739 5.10048 -0.40198  C14 1.195
57 H -1.00380 2.64819 0.42244  C15 1.168
58 H -1.49416 4.34534 -0.22870  C15 1.194
59 H -1.05302 1.73571 -2.12005  C16 1.169
60 H -0.72269 3.51921 -2.79831  C16 1.171
61 H -4.23441 -0.07285 1.03590  C21 1.191
62 H -5.91064 0.93981 0.90357  C21 1.173
63 H -3.75890 1.78435 3.16409  C22 1.178
64 H -4.56791 0.08115 3.40747  C22 1.192
65 H -5.71045 1.63740 3.30964  C22 1.178
66 H -5.00061 4.13720 -0.01375  C23 1.179
67 H -5.78323 3.31642 1.50046  C23 1.173
68 H -2.65703 3.69203 1.79519  C24 1.194
69 H -3.99866 4.26273 3.00405  C24 1.178
70 H -3.50213 5.35706 1.46246  C24 1.192
71 H 0.10022 3.10004 2.25506  C25 1.181
72 H 1.82801 3.24646 3.04079  C25 1.194
73 H -1.31530 5.64727 1.50668  C27 1.169
74 H -1.50185 8.35625 2.05060  C28 1.192
75 H 0.62294 9.64738 3.38287  C29 1.173
76 H 2.97871 8.19425 4.15597  C30 1.193
77 H 3.09263 5.47056 3.56050  C31 1.176
78 H 2.34336 -0.51873 0.68609  C33 1.196
79 H -0.19440 0.70003 -0.40760  C35 1.166
80 H -1.07721 -0.81052 2.33980  C36 1.189
81 H -2.04153 0.13128 1.02902  C36 1.195
82 H -1.05948 1.16390 2.25571  C36 1.186
83 H 3.87518 -0.38473 -2.81057  C39 1.194
84 H 4.93885 0.04361 -1.31454  C39 1.193
85 H 3.39896 -1.16209 -1.11300  C39 1.170
86 C -1.49366 -7.81143 2.29342  C87 1.526, H92 1.094, H93 1.096, H94 1.095
87 C -2.03728 -6.58838 1.55989  C86 1.526, C88 1.546, N91 1.471, H95 1.097
88 C -2.15802 -6.78790 0.03156  C87 1.546, O89 1.431, H96 1.095, H97 1.097
89 O -0.91447 -6.70734 -0.67173  C88 1.431, C90 1.420
90 C -0.15341 -7.90553 -0.65605  O89 1.420, H98 1.094, H99 1.092, H100 1.093
91 N -1.20088 -5.42357 1.88757  C87 1.471, H101 1.021, H102 1.024
92 H -0.41426 -7.93504 2.16580  C86 1.094
93 H -1.67693 -7.72215 3.37048  C86 1.096
94 H -1.98559 -8.72671 1.94842  C86 1.095
95 H -3.04712 -6.40433 1.94673  C87 1.097
96 H -2.77155 -5.97326 -0.36690  C88 1.095
97 H -2.68277 -7.71914 -0.21346  C88 1.097
98 H -0.78563 -8.79816 -0.68207  C90 1.094
99 H 0.49953 -7.92323 0.21885  C90 1.092
100 H 0.48647 -7.91034 -1.54235  C90 1.093
101 H -1.62377 -4.59163 1.47379  N91 1.021
102 H -0.32157 -5.52778 1.37359  N91 1.024
103 C 10.83091 1.83518 -2.68158  C104 1.526, H109 1.094, H110 1.096, H111 1.095
104 C 10.28460 0.86828 -1.63463  C103 1.526, C105 1.546, N108 1.471, H112 1.097
105 C 9.05181 1.41131 -0.87600  C104 1.546, O106 1.431, H113 1.095, H114 1.097
106 O 9.36027 2.38542 0.12574  C105 1.431, C107 1.420
107 C 9.53450 3.70335 -0.37208  O106 1.420, H115 1.094, H116 1.092, H117 1.093
108 N 11.36870 0.50200 -0.71035  C104 1.471, H118 1.021, H119 1.024
109 H 11.39463 2.66185 -2.23942  C103 1.094
110 H 11.51456 1.31376 -3.36155  C103 1.096
111 H 10.02147 2.25800 -3.28555  C103 1.095
112 H 9.96848 -0.03702 -2.16734  C104 1.097
113 H 8.59240 0.57553 -0.33818  C105 1.095
114 H 8.28920 1.79223 -1.56588  C105 1.097
115 H 8.87159 3.91852 -1.21554  C107 1.094
116 H 10.57736 3.86278 -0.65336  C107 1.092
117 H 9.30264 4.40245 0.43568  C107 1.093
118 H 11.02460 -0.21712 -0.07267  N108 1.021
119 H 11.53135 1.30755 -0.09973  N108 1.024
120 C -6.69916 2.95380 -5.85857  C121 1.526, H126 1.094, H127 1.096, H128 1.095
121 C -7.43969 2.30247 -4.69374  C120 1.526, C122 1.546, N125 1.471, H129 1.097
122 C -7.45726 0.75794 -4.75927  C121 1.546, O123 1.431, H130 1.095, H131 1.097
123 O -8.38759 0.22031 -5.70422  C122 1.431, C124 1.420
124 C -7.91393 0.19190 -7.04212  O123 1.420, H132 1.094, H133 1.092, H134 1.093
125 N -8.80111 2.85507 -4.62391  C121 1.471, H135 1.021, H136 1.024
126 H -7.27827 2.94188 -6.78656  C120 1.094
127 H -6.48404 4.00476 -5.63313  C120 1.096
128 H -5.74376 2.45280 -6.04552  C120 1.095
129 H -6.90809 2.58514 -3.77679  C121 1.097
130 H -7.78346 0.38325 -3.78354  C122 1.095
131 H -6.45341 0.34991 -4.92783  C122 1.097
132 H -6.83968 -0.00847 -7.09702  C124 1.094
133 H -8.15533 1.13046 -7.54504  C124 1.092
134 H -8.44107 -0.60733 -7.56970  C124 1.093
135 H -9.25890 2.48978 -3.78775  N125 1.021
136 H -9.33616 2.44043 -5.39204  N125 1.024
137 C -8.34188 -9.85619 -0.11614  C138 1.526, H143 1.094, H144 1.096, H145 1.095
138 C -7.61526 -8.96562 0.88804  C137 1.526, C139 1.546, N142 1.471, H146 1.097
139 C -6.51365 -8.08764 0.25103  C138 1.546, O140 1.431, H147 1.095, H148 1.097
140 O -5.30709 -8.79159 -0.05908  C139 1.431, C141 1.420
141 C -5.34134 -9.50031 -1.28858  O140 1.420, H149 1.094, H150 1.092, H151 1.093
142 N -7.07797 -9.80483 1.97006  C138 1.471, H152 1.021, H153 1.024
143 H -7.74669 -10.72205 -0.42059  C137 1.094
144 H -9.26796 -10.24668 0.32148  C137 1.096
145 H -8.61204 -9.29380 -1.01586  C137 1.095
146 H -8.36419 -8.28973 1.31883  C138 1.097
147 H -6.22639 -7.32482 0.98207  C139 1.095
148 H -6.88565 -7.54890 -0.62874  C139 1.097
149 H -5.92956 -8.97991 -2.05039  C141 1.094
150 H -5.72709 -10.50916 -1.12887  C141 1.092
151 H -4.31465 -9.59594 -1.65153  C141 1.093
152 H -6.67839 -9.19708 2.68640  N142 1.021
153 H -6.26494 -10.30046 1.59380  N142 1.024

Output
Orbital gap (eV): 6.25
Spin multiplicity: 1
ΔE to the lowest compared entry with this formula, charge and spin (kJ/mol): 2152.3
Net charge: +1